Entry 1:
Density functional theory data (ωB97M-V/def2-TZVPD) for a structure of composition C24H61N4O11V in a non-equilibrium geometry.

Geometry (Å):
O1 1.7247 -2.7598 -0.5364
V1 1.6208 -1.1909 -0.8222
O2 0.3719 -0.6726 0.1102
O3 2.2910 0.8923 -1.0884
H1 1.6298 1.3379 -1.6530
C1 -1.3361 1.4985 -2.5310
O4 -1.8574 0.1490 -2.5315
C2 -2.5528 -0.1540 -1.3041
C3 -2.9860 -1.5954 -1.1412
N1 -3.5648 -2.2191 -2.3462
C4 -4.7343 -1.4330 -2.8353
C5 -5.9134 -1.3176 -1.8802
O5 -6.9635 -0.6929 -2.6307
C6 -8.2251 -0.7115 -1.9945
H2 -0.8834 1.7404 -3.4925
H3 -0.5169 1.4917 -1.8121
H4 -2.1421 2.1943 -2.2976
H5 -3.4101 0.5144 -1.2244
H6 -2.0007 0.1042 -0.4004
H7 -3.6092 -1.7020 -0.2534
H8 -2.0874 -2.1848 -0.9588
H9 -2.8146 -2.1197 -3.0150
H10 -5.2033 -1.8384 -3.7319
H11 -4.2549 -0.5142 -3.1731
H12 -5.6882 -0.7365 -0.9859
H13 -6.1751 -2.3414 -1.6129
H14 -8.2423 -0.4101 -0.9471
H15 -8.7605 -1.6604 -1.9611
H16 -8.8976 -0.0993 -2.5953
C7 2.0111 -3.1992 4.9338
O6 2.2313 -2.0436 4.1491
C8 3.0141 -2.2047 2.9986
C9 2.7757 -0.8080 2.3065
N2 3.1823 -0.7227 0.9184
C10 4.6632 -0.8660 0.7999
C11 5.4847 0.4404 1.1011
O7 5.7198 0.6630 2.5245
C12 6.6706 1.6770 2.8750
H17 1.9495 -3.0253 6.0081
H18 2.8351 -3.8938 4.7709
H19 1.0664 -3.6576 4.6416
H20 2.7403 -3.0171 2.3254
H21 4.0453 -2.4674 3.2346
H22 3.2468 -0.0032 2.8709
H23 1.7057 -0.6447 2.1782
H24 2.9758 0.1517 0.4570
H25 4.8040 -0.9970 -0.2730
H26 4.9198 -1.7721 1.3489
H27 4.9812 1.3210 0.7022
H28 6.4381 0.5386 0.5820
H29 6.8914 1.5042 3.9283
H30 6.1575 2.6265 2.7225
H31 7.6331 1.6839 2.3634
C13 2.4852 2.7766 1.9605
O8 1.1651 3.3457 1.9138
C14 0.1173 2.4180 1.6621
C15 -1.1617 3.2021 2.0152
N3 -1.6278 2.9458 3.3637
C16 -2.9169 3.6572 3.6094
C17 -3.1654 3.8425 5.0998
O9 -2.2514 4.8833 5.3870
C18 -1.7577 4.7467 6.6759
H32 2.5663 2.0724 2.7885
H33 3.2502 3.5525 1.9899
H34 2.6900 2.2024 1.0570
H35 0.3325 1.5311 2.2580
H36 0.1798 2.1443 0.6089
H37 -2.0263 2.9054 1.4214
H38 -0.9588 4.2521 1.8044
H39 -1.0127 3.4438 3.9912
H40 -3.7070 3.0936 3.1132
H41 -2.9732 4.6034 3.0712
H42 -2.9241 2.9085 5.6072
H43 -4.1847 4.1769 5.2932
H44 -1.4136 5.7521 6.9186
H45 -0.9276 4.0486 6.7842
H46 -2.5174 4.5040 7.4188
C19 -2.5047 -2.1495 -5.5958
O10 -1.7683 -2.1912 -4.3955
C20 -0.5563 -2.9301 -4.4362
C21 0.2167 -2.7703 -3.1376
N4 0.4263 -1.3982 -2.7080
C22 1.1906 -0.5995 -3.6818
C23 2.6385 -1.0859 -3.8614
O11 3.1365 -1.5324 -2.6103
C24 4.3112 -2.3415 -2.7827
H47 -3.1829 -1.2962 -5.5946
H48 -3.1447 -3.0230 -5.7202
H49 -1.8480 -1.9920 -6.4515
H50 0.0896 -2.7124 -5.2868
H51 -0.8734 -3.9624 -4.5841
H52 1.0960 -3.4142 -3.1538
H53 -0.5262 -3.2347 -2.4892
H54 -0.5075 -1.0135 -2.7196
H55 1.2500 0.4383 -3.3540
H56 0.6605 -0.5445 -4.6326
H57 3.3261 -0.3955 -4.3500
H58 2.5546 -1.9336 -4.5414
H59 3.9213 -3.2206 -3.2959
H60 4.7708 -2.6142 -1.8327
H61 5.1019 -1.9450 -3.4197



Entry 2:
Density functional theory data (ωB97M-V/def2-TZVPD) for the ion C3H6NO2 with charge -1 in a non-equilibrium geometry.

Results
* SMILES: C[C@@H](N)C(=O)[O-]
* total charge: -1

Geometry (Å):
C1 -0.0965 1.2399 -0.4316
C2 0.3993 -0.1472 -0.0323
N1 0.4544 -0.3160 1.4417
C3 -0.3948 -1.3294 -0.7315
O1 -0.8773 -1.0847 -1.8472
O2 -0.4270 -2.3552 -0.0122
H1 0.2049 1.6384 -1.4099
H2 0.3795 2.0165 0.2149
H3 -1.1770 1.3358 -0.3388
H4 1.4157 -0.2666 -0.4276
H5 -0.1226 -1.1603 1.4981
H6 0.2415 0.4287 2.0762



Taking the records one at a time from the top gives frontier orbital gap values of 0.325; 0.301 Eh.